Entry 1:
The following is a DFT calculation (the ωB97M-V functional and the def2-TZVPD basis) of a cluster of 7 separate species, C36H62BN3O7 in total.

The total charge is 0. The frontier orbital gap is 9.51 eV. The value obtained for the calculated total energy is -2124.730577 Ha. The HOMO energy is -9.037 eV. The calculation puts the maximum force at 0.87 eV/A.

The geometry in XYZ format:
```
109
Properties=species:S:1:pos:R:3:forces:R:3
C -2.12844 5.82962 0.25490 0.2160 0.0174 0.1401
C -2.07620 4.37417 -0.09530 -0.1038 0.1295 0.0057
C -1.99048 3.95212 -1.41223 -0.1256 -0.0756 0.0178
C -1.92024 2.60378 -1.72169 -0.0719 0.2317 -0.2213
C -1.94138 1.65726 -0.71890 0.0020 -0.0260 0.0181
C -2.03168 2.05889 0.60876 -0.1646 -0.1114 0.0152
C -1.97836 1.03596 1.70873 0.1461 -0.1272 -0.2476
C -0.52351 0.54325 1.95094 -0.3765 0.5463 0.2398
C -0.17144 -0.40966 0.92687 0.1879 -0.2587 -0.1505
N 0.12783 -1.17731 0.13169 0.0370 -0.3368 -0.2283
C 0.48827 1.70442 2.01333 0.2204 -0.1625 0.1484
C 0.16698 2.46353 3.21180 0.0989 0.2151 0.1156
N -0.07777 3.01798 4.18627 -0.1219 0.0955 0.1056
B 2.06380 1.36317 2.06569 0.1431 0.1864 -0.1279
N 2.58007 0.06034 1.78784 0.2649 0.7354 -0.3732
O 2.92415 2.39094 2.38707 0.1537 -0.3604 -0.1328
C -2.10237 3.41031 0.90516 0.0224 -0.0221 0.0424
H -1.23896 6.10118 0.82135 0.1156 0.0837 0.0977
H -2.16093 6.46179 -0.62565 -0.0709 0.0610 -0.1569
H -2.98516 6.07083 0.87518 -0.1746 0.0309 0.0204
H -1.98324 4.68125 -2.20944 -0.0568 0.1282 -0.0745
H -1.83750 2.29040 -2.75049 -0.1283 -0.0054 0.0886
H -1.87825 0.61210 -0.97761 -0.0079 -0.1428 -0.0266
H -2.38587 1.42495 2.63535 0.0422 0.1441 0.1575
H -2.56890 0.16935 1.42378 -0.1653 -0.1202 0.0729
H -0.49393 0.02370 2.90701 0.0468 -0.1857 0.0655
H 0.34225 2.38430 1.16962 -0.0303 -0.0253 -0.1865
H 3.59145 0.10159 1.74138 0.0608 -0.1406 0.1042
H 2.24515 -0.28583 0.89513 -0.2739 -0.5900 0.3510
H 2.79578 3.16145 1.82256 -0.1861 0.2194 0.1514
H -2.16214 3.71337 1.94135 -0.0240 0.1050 0.1413
C -6.18309 8.18401 -2.20251 -0.0260 0.0076 0.0437
C -6.04635 9.46576 -1.38093 0.0419 -0.0175 -0.0286
C -5.56814 8.91978 -0.04111 -0.0546 -0.0153 -0.0296
O -4.80152 7.75166 -0.33795 0.0262 -0.0053 0.0401
C -4.99614 7.37182 -1.70009 0.0090 0.0256 -0.0129
H -6.15484 8.34657 -3.27865 0.0095 0.0179 -0.0066
H -7.11902 7.67797 -1.95793 0.0013 -0.0091 0.0036
H -5.28565 10.11463 -1.81977 0.0064 0.0018 0.0045
H -6.97092 10.03424 -1.29642 -0.0186 -0.0118 -0.0028
H -6.41281 8.63708 0.59601 -0.0100 0.0225 -0.0045
H -4.94141 9.62216 0.50907 0.0205 -0.0119 0.0092
H -4.08829 7.60663 -2.26818 -0.0127 -0.0033 -0.0265
H -5.16177 6.29473 -1.74561 0.0133 -0.0110 0.0203
C 1.15081 -0.74895 -4.17427 -0.0106 0.2882 0.0259
C 1.34742 0.71108 -4.60262 0.0831 -0.0256 0.0095
C -0.03301 1.30437 -4.34364 0.2255 0.0563 -0.1277
O -0.57134 0.58402 -3.24603 -0.0298 -0.3458 -0.1921
C 0.24856 -0.55364 -2.96457 0.0064 -0.1925 0.0026
H 2.08473 -1.24741 -3.92023 0.0009 -0.0180 0.0086
H 0.65304 -1.33290 -4.95033 -0.0377 0.0657 -0.0157
H 2.08881 1.17818 -3.94947 0.0052 0.0260 -0.0176
H 1.67231 0.84207 -5.63365 -0.0041 -0.0448 -0.0135
H -0.66432 1.19028 -5.23211 -0.1155 -0.0267 0.0800
H -0.01374 2.36069 -4.06552 0.0865 0.0662 -0.1279
H 0.82878 -0.34828 -2.06315 0.0567 -0.0487 -0.0269
H -0.40111 -1.40374 -2.76069 0.0075 -0.0127 0.0405
C 1.54081 -3.41391 2.71168 -0.1874 0.0575 0.0775
C 1.90462 -4.19509 3.97353 0.0856 0.0022 -0.0817
C 2.01219 -5.61502 3.42811 -0.0554 0.0186 0.0109
O 2.45653 -5.49497 2.07507 -0.0010 -0.0153 -0.0006
C 2.36225 -4.13120 1.65520 0.0818 0.0344 -0.0333
H 1.76172 -2.34891 2.76176 0.0649 -0.0048 0.0282
H 0.47484 -3.52286 2.49511 0.0049 -0.0336 -0.0110
H 2.87165 -3.86268 4.35700 0.0024 0.0007 0.0034
H 1.17242 -4.10487 4.77458 -0.0245 -0.0089 -0.0105
H 1.03780 -6.11461 3.43530 -0.0021 0.0042 0.0326
H 2.72122 -6.23331 3.98058 0.0207 -0.0151 -0.0301
H 3.37358 -3.71251 1.58866 -0.0124 0.0281 -0.0096
H 1.90544 -4.08961 0.66560 0.0051 -0.0447 -0.0127
C 2.12030 5.76430 -1.89646 0.0564 -0.0670 -0.0321
C 1.24329 4.63516 -2.43868 -0.0276 0.1017 0.1200
C 1.78476 3.43580 -1.67445 -0.0553 -0.1733 -0.0802
O 2.22883 3.93319 -0.40735 0.0061 -0.0673 0.2152
C 2.26807 5.36263 -0.43382 -0.0806 0.1460 -0.0293
H 1.68378 6.75440 -2.01549 -0.0261 0.0010 0.0107
H 3.09281 5.75756 -2.39264 0.0174 0.0104 0.0169
H 0.19777 4.81026 -2.17450 0.1665 -0.0364 -0.0111
H 1.30639 4.50841 -3.51835 0.0541 0.0018 -0.0190
H 2.63696 2.98223 -2.19323 -0.0028 0.0248 -0.0046
H 1.03174 2.66276 -1.50442 -0.0402 -0.0053 0.0000
H 1.43958 5.75135 0.16818 -0.0039 0.0078 -0.0137
H 3.20547 5.69787 0.01076 0.0205 -0.0211 0.0092
C -0.62838 -8.82409 3.37564 -0.0377 0.0048 -0.0296
C -1.42456 -7.53333 3.56386 0.0286 -0.0133 0.0381
C -2.82878 -8.07300 3.80632 0.0290 -0.0172 -0.0498
O -2.66518 -9.33267 4.45730 -0.0283 -0.0191 0.0176
C -1.30037 -9.74528 4.38641 0.0254 0.0539 0.0193
H 0.44005 -8.71132 3.55363 0.0058 0.0169 0.0088
H -0.76606 -9.20570 2.36215 -0.0024 -0.0065 -0.0025
H -1.06631 -6.99719 4.44593 -0.0174 0.0035 0.0081
H -1.37339 -6.85891 2.71009 0.0000 -0.0072 -0.0160
H -3.36108 -8.22727 2.86147 0.0048 0.0258 -0.0070
H -3.43384 -7.42431 4.44054 -0.0109 -0.0120 0.0163
H -0.84618 -9.64218 5.37809 0.0241 -0.0072 -0.0105
H -1.26444 -10.79643 4.09895 -0.0217 -0.0100 0.0021
C 4.36196 -5.69804 -0.97381 -0.0654 -0.0359 0.0085
C 4.93522 -6.82933 -1.82592 0.0148 0.0669 -0.0344
C 3.94690 -6.86600 -2.98578 -0.0214 -0.0134 0.0568
O 3.48271 -5.52631 -3.15921 -0.0171 0.0107 -0.0326
C 3.87531 -4.72779 -2.04278 0.0771 -0.0037 0.0059
H 5.08687 -5.24839 -0.29679 0.0163 -0.0014 0.0009
H 3.52320 -6.06036 -0.37680 0.0086 0.0068 0.0229
H 5.93220 -6.56518 -2.18550 -0.0010 -0.0012 -0.0102
H 5.00339 -7.78096 -1.30155 -0.0217 -0.0039 0.0169
H 3.09161 -7.51033 -2.75555 0.0163 -0.0196 0.0075
H 4.39396 -7.20704 -3.92022 -0.0074 0.0149 -0.0188
H 4.67729 -4.04990 -2.35815 -0.0022 0.0110 0.0293
H 3.02313 -4.12707 -1.72014 -0.0192 -0.0071 -0.0212
```
Forces are in eV/Å.

***

Entry 2:
The following is a DFT calculation (the ωB97M-V functional and the def2-TZVPD basis) of a cluster of 3 separate species, C17H38BrN2O8 in total at a distorted geometry.

The total charge is -1. The frontier orbital gap is 6.91 eV. The value obtained for the calculated total energy is -3955.905367 Ha. The HOMO energy is -4.697 eV. The calculation puts the maximum force at 1.34 eV/A.

The geometry in XYZ format:
```
66
Properties=species:S:1:pos:R:3:forces:R:3
C -0.61073 -1.53561 -5.57066 -0.1061 0.0000 -0.1585
O -1.43613 -1.50943 -4.44856 0.0662 0.0525 0.3434
C -0.71364 -1.46272 -3.19397 -0.8368 0.3240 -0.8327
C -0.74588 -0.00651 -2.72864 0.6288 -0.5654 0.0370
O 0.41316 0.32510 -1.93869 -0.5520 0.0556 0.2244
C 1.44255 0.70626 -2.75503 0.4242 0.0042 0.1686
Br 3.04670 0.94340 -1.66971 -0.1833 -0.0142 -0.1561
C -1.43537 -2.36835 -2.19091 0.2837 -0.9348 0.9177
O -2.67094 -2.21979 -2.06907 0.3162 0.2543 -0.2166
O -0.67754 -3.15188 -1.55934 -0.3507 0.2686 -0.2579
H -0.35988 -2.55353 -5.87337 0.1319 -0.2387 0.0648
H -1.15028 -1.07725 -6.39202 -0.1329 0.1255 -0.2493
H 0.32130 -0.98495 -5.43657 0.1940 0.1743 0.0829
H 0.30042 -1.79629 -3.36652 0.3304 -0.2142 0.1593
H -0.77350 0.64411 -3.59952 -0.2031 0.2361 -0.1832
H -1.63034 0.10541 -2.12100 -0.1804 0.3635 0.2255
H 1.69120 -0.02738 -3.51140 0.1062 -0.3188 -0.1591
H 1.27207 1.66500 -3.23396 -0.0665 0.3095 -0.0515
C -2.90563 -4.80080 1.06223 0.1300 0.0770 0.1033
O -3.67778 -3.75964 1.63983 -0.0967 -0.2408 -0.0620
C -4.13881 -2.82231 0.66438 0.0151 0.1871 0.0689
C -5.64635 -2.88941 0.53166 0.0515 -0.2291 0.0931
N -6.07623 -4.13905 -0.08889 -0.1910 0.1190 0.1876
C -7.51100 -4.37889 -0.02878 0.2392 -0.1615 -0.0892
C -8.15375 -4.56433 1.34342 -0.2858 0.0537 -0.1123
O -7.75689 -5.74433 2.01907 0.0757 0.0682 0.0953
C -6.55960 -5.63683 2.77150 -0.0790 -0.2220 -0.0178
H -2.47183 -5.37794 1.88071 -0.0358 0.0198 0.0302
H -3.52496 -5.47257 0.45466 0.0538 0.0084 -0.0727
H -2.10133 -4.39822 0.43944 -0.0395 -0.0364 -0.0831
H -3.63583 -2.97017 -0.29364 -0.0484 0.0487 -0.0694
H -3.86854 -1.82535 1.02475 0.0110 0.0194 -0.0330
H -5.98874 -2.05182 -0.08267 -0.0053 -0.0064 -0.0299
H -6.07163 -2.77202 1.54104 -0.0134 0.1520 -0.0133
H -5.59912 -4.90654 0.36375 0.1052 -0.0285 -0.0619
H -7.70967 -5.28626 -0.60695 -0.0779 0.0091 0.0052
H -8.02198 -3.55825 -0.54371 -0.0096 0.0442 0.0410
H -9.23280 -4.66389 1.18738 0.0074 -0.0253 0.0120
H -8.01397 -3.68955 1.98903 0.1374 -0.0116 0.0139
H -6.41743 -4.62993 3.16937 0.0451 0.0454 -0.0590
H -5.68603 -5.91799 2.17965 0.0759 0.1327 0.0276
H -6.63174 -6.33525 3.60716 -0.0534 0.0074 -0.0064
C 8.72150 5.16063 1.83303 -0.0772 -0.1085 0.0476
O 7.69471 4.78949 2.73046 0.1126 0.1064 -0.1305
C 6.88102 5.87100 3.16744 -0.1273 -0.0821 0.2531
C 5.47487 5.75399 2.62024 0.0702 -0.0892 -0.2486
N 5.44584 5.98748 1.18201 -0.0628 -0.0387 0.1191
C 4.16730 5.67376 0.54505 0.1693 0.0779 -0.1187
C 3.69400 4.22366 0.55425 -0.2996 0.0183 -0.0655
O 4.48344 3.35064 -0.22364 0.2807 0.1500 0.2005
C 5.61283 2.80230 0.42590 -0.0341 -0.0701 -0.2348
H 9.35596 4.28863 1.68400 -0.0226 -0.0251 0.0202
H 8.32124 5.46774 0.86084 0.0534 0.0913 0.0022
H 9.33142 5.97167 2.24283 0.0087 0.0339 -0.0377
H 7.32588 6.83279 2.89670 0.0043 -0.0031 -0.0985
H 6.83534 5.81693 4.25921 0.0170 0.0234 -0.0003
H 4.83967 6.49653 3.11224 -0.0312 -0.0080 0.0022
H 5.09991 4.75654 2.88497 -0.0297 0.0282 0.1420
H 6.16633 5.42741 0.74712 0.0280 -0.0366 -0.0266
H 4.24854 5.98396 -0.49945 -0.0537 -0.0025 -0.0110
H 3.39220 6.29843 1.00029 -0.0086 -0.0208 0.0500
H 2.70169 4.20565 0.09531 0.0008 -0.0253 -0.0002
H 3.56877 3.82783 1.56924 0.1191 0.0086 0.0362
H 5.44595 2.67224 1.49804 0.0152 0.0504 0.0357
H 6.50700 3.41330 0.26474 0.0317 0.0124 0.1356
H 5.80309 1.82317 -0.01626 -0.0454 -0.0033 0.0010
```
Forces are in eV/Å.

***

Calculated lowest unoccupied orbital energy (eV), listed in the same order as above: 0.47, 2.21